--- w ---
# Cl2HNS

A cluster of 2 separate species, Cl2HNS in total (ωB97M-V/def2-TZVPD, the OMol25 dataset).

ORCA input file:
```
! wB97M-V def2-TZVPD RIJCOSX def2/J DEFGRID3
* xyz 0 1
Cl 1.688 1.094 -0.813
Cl -0.995 0.207 -1.485
S -0.240 0.195 1.272
N -0.051 0.879 -0.151
H -0.402 -2.375 1.178
*
```

Its HOMO energy (alpha / beta) is -9.8 / -9.6 eV. The molar mass comes out at 117.988 g/mol. The gap between HOMO and LUMO (alpha / beta) comes out at 7.63 / 8.29 eV.

---

--- x ---
# Cl2HNS

A cluster of 2 separate species, Cl2HNS in total (ωB97M-V/def2-TZVPD, the OMol25 dataset).

ORCA input file:
```
! wB97M-V def2-TZVPD RIJCOSX def2/J DEFGRID3
* xyz 0 1
Cl 0.468 1.113 -0.502
Cl 1.928 -1.309 -0.314
S -2.373 0.473 0.010
N 1.694 0.291 0.171
H -1.717 -0.567 0.635
*
```

Its HOMO energy (alpha / beta) is -9.6 / -10.0 eV. The molar mass comes out at 117.988 g/mol. The gap between HOMO and LUMO (alpha / beta) comes out at 7.30 / 8.39 eV.

---

The structure with the least stability is w.

---

--- w ---
# C4H14N2O

A cluster of 2 separate species, C4H14N2O in total (ωB97M-V/def2-TZVPD, the OMol25 dataset).

ORCA input file:
```
! wB97M-V def2-TZVPD RIJCOSX def2/J DEFGRID3
* xyz 0 1
O 0.009 -1.372 -2.514
N 1.384 -0.211 0.168
N -2.895 1.181 -0.133
C 2.440 -1.153 0.479
C -0.593 1.134 0.480
C -1.609 0.569 -0.432
C 0.264 0.045 1.057
H 0.177 1.780 -0.057
H -3.124 1.262 0.824
H -1.453 0.729 -1.517
H 0.804 0.175 2.039
H -1.136 1.699 1.264
H -0.381 -0.817 1.371
H -1.843 -0.458 -0.225
H 2.414 -2.040 -0.195
H -0.083 -2.306 -2.320
H 3.376 -0.674 0.273
H 2.526 -1.379 1.616
H 1.919 0.665 0.259
H 0.549 -0.965 -1.891
H -2.743 2.138 -0.547
*
```

Its HOMO energy is -9.0 eV. The molar mass comes out at 106.169 g/mol. The SMILES is CNCCCN.O. The gap between HOMO and LUMO comes out at 9.90 eV.

---

--- x ---
# C4H14N2O

A cluster of 2 separate species, C4H14N2O in total (ωB97M-V/def2-TZVPD, the OMol25 dataset).

ORCA input file:
```
! wB97M-V def2-TZVPD RIJCOSX def2/J DEFGRID3
* xyz 0 1
O 0.985 -4.096 1.050
N -0.925 0.139 -0.394
N 2.639 1.270 0.188
C 1.191 0.995 0.597
C 0.222 1.035 -0.560
C -1.872 0.714 0.633
C -1.563 -0.096 -1.701
H -2.535 -0.105 0.935
H -2.437 1.582 0.321
H -1.041 -1.029 -1.941
H 0.893 1.683 1.382
H -1.520 0.633 -2.527
H 2.780 2.310 0.189
H 0.672 0.842 -1.551
H 1.749 -4.689 1.013
H 1.218 0.042 1.114
H -1.210 1.031 1.424
H -2.621 -0.384 -1.490
H 0.291 -4.767 1.111
H 3.133 0.774 0.920
H -0.049 2.115 -0.712
*
```

Its HOMO energy is -8.4 eV. The molar mass comes out at 106.169 g/mol. The SMILES is CN(C)CCN.O. The gap between HOMO and LUMO comes out at 9.32 eV.

---

--- y ---
# C4H14N2O

A cluster of 2 separate species, C4H14N2O in total (ωB97M-V/def2-TZVPD, the OMol25 dataset).

ORCA input file:
```
! wB97M-V def2-TZVPD RIJCOSX def2/J DEFGRID3
* xyz 0 1
O -1.885 -3.003 -2.538
N -1.979 -1.313 0.102
N 1.315 2.893 1.110
C 1.954 1.584 1.104
C 0.525 -0.465 0.281
C -0.995 -0.297 -0.345
C 1.600 0.623 -0.077
H -2.927 -0.986 -0.058
H 1.050 1.361 -0.593
H 0.521 2.926 1.728
H 1.650 0.983 1.953
H 3.013 1.652 0.993
H 0.948 -1.397 -0.065
H -1.011 -0.272 -1.443
H -1.372 0.698 -0.045
H -2.004 -2.497 -1.715
H -2.310 -3.866 -2.500
H -1.958 -1.439 1.127
H 2.517 0.334 -0.542
H 0.332 -0.486 1.362
H 1.017 2.965 0.160
*
```

Its HOMO energy is -9.4 eV. The molar mass comes out at 106.169 g/mol. The SMILES is NCCCCN.O. The gap between HOMO and LUMO comes out at 10.27 eV.

---

The structure with the least stability is w.

---

--- w ---
# C4H14N2O

A cluster of 2 separate species, C4H14N2O in total (ωB97M-V/def2-TZVPD, the OMol25 dataset).

ORCA input file:
```
! wB97M-V def2-TZVPD RIJCOSX def2/J DEFGRID3
* xyz 0 1
O 2.157 -1.843 2.013
N -1.872 0.141 -0.680
N 1.105 0.054 -0.909
C 0.339 0.096 0.330
C -0.918 0.932 0.114
C 2.535 -0.165 -0.777
C -3.225 0.718 -0.475
H 1.220 -2.042 2.150
H 0.692 -0.579 -1.578
H -3.878 0.600 -1.335
H 3.000 -0.151 -1.760
H 2.791 -1.129 -0.331
H 2.976 0.658 -0.215
H -3.160 1.797 -0.307
H -1.734 0.291 -1.672
H 2.639 -2.438 2.601
H -0.626 1.845 -0.413
H -1.363 1.199 1.071
H -3.692 0.334 0.430
H 0.045 -0.892 0.695
H 0.971 0.572 1.048
*
```

Its HOMO energy is -8.3 eV. The molar mass comes out at 106.169 g/mol. The SMILES is CNCCNC.O. The gap between HOMO and LUMO comes out at 9.13 eV.

---

--- x ---
# C4H14N2O

A cluster of 2 separate species, C4H14N2O in total (ωB97M-V/def2-TZVPD, the OMol25 dataset).

ORCA input file:
```
! wB97M-V def2-TZVPD RIJCOSX def2/J DEFGRID3
* xyz 0 1
O 1.615 -1.904 -3.725
N -0.971 -0.104 1.411
N 0.417 0.177 3.384
C 0.717 0.898 -1.509
C -1.285 0.357 0.067
C -0.268 -0.140 -1.000
C -0.366 0.805 2.363
H -1.732 -0.582 1.870
H -1.155 1.365 2.881
H -0.135 -0.468 3.936
H 1.722 -2.194 -2.807
H -0.810 -0.598 -1.841
H 1.566 1.063 -0.840
H 0.225 1.580 1.871
H 0.987 0.623 -2.519
H 0.202 1.859 -1.585
H -2.257 -0.009 -0.223
H -1.232 1.442 0.069
H 0.139 -1.057 -0.542
H 1.145 -0.414 2.997
H 1.477 -2.699 -4.257
*
```

Its HOMO energy is -8.5 eV. The molar mass comes out at 106.169 g/mol. The SMILES is CCCNCN.O. The gap between HOMO and LUMO comes out at 9.39 eV.

---

The structure with the least stability is w.

---

--- w ---
# C4H14N2O

A cluster of 2 separate species, C4H14N2O in total (ωB97M-V/def2-TZVPD, the OMol25 dataset).

ORCA input file:
```
! wB97M-V def2-TZVPD RIJCOSX def2/J DEFGRID3
* xyz 0 1
O 1.601 2.928 -2.206
N -0.684 -1.028 -0.208
N -0.143 0.856 2.028
C 0.976 0.117 1.518
C 0.609 -1.260 0.705
C -1.826 -1.786 0.251
C -0.726 -0.625 -1.495
H -1.855 -1.575 1.407
H -0.120 -1.260 -2.079
H 1.668 0.779 0.923
H 0.310 -2.010 1.387
H 1.999 3.728 -1.954
H -0.121 1.913 1.926
H 1.486 -1.585 0.141
H -0.409 0.358 -1.867
H -0.963 0.512 1.676
H -2.733 -1.101 -0.065
H 1.568 -0.105 2.402
H -1.740 -0.696 -1.831
H 1.582 2.984 -3.123
H -1.880 -2.840 0.090
*
```

Its HOMO energy is -7.7 eV. The molar mass comes out at 106.169 g/mol. The SMILES is CN(C)CCN.O. The gap between HOMO and LUMO comes out at 8.47 eV.

---

--- x ---
# C4H14N2O

A cluster of 2 separate species, C4H14N2O in total (ωB97M-V/def2-TZVPD, the OMol25 dataset).

ORCA input file:
```
! wB97M-V def2-TZVPD RIJCOSX def2/J DEFGRID3
* xyz 0 1
O -0.589 0.151 -3.378
N 0.665 -0.124 0.058
N 1.298 -2.357 0.936
C -0.841 1.758 -0.507
C 0.674 -1.564 -0.093
C -0.551 0.588 0.440
C -0.535 0.927 1.936
H -0.363 0.447 -2.484
H -0.225 0.050 2.514
H -1.504 1.252 2.314
H -0.782 2.731 -0.017
H -1.320 -0.179 0.374
H 0.104 -0.490 -3.571
H -0.352 -1.879 -0.321
H 2.186 -2.723 0.664
H -1.849 1.629 -0.898
H 1.075 -2.092 1.874
H -0.096 1.766 -1.258
H 1.557 0.293 0.261
H 0.283 1.609 2.200
H 1.162 -1.794 -1.044
*
```

Its HOMO energy is -8.4 eV. The molar mass comes out at 106.169 g/mol. The SMILES is CC(C)NCN.O. The gap between HOMO and LUMO comes out at 9.30 eV.

---

The structure with the least stability is w.